Entry 1:
Computed, not measured: a structure of composition C27H58BCl2F7O9SSi2 at a distorted geometry, with ωB97M-V/def2-TZVPD.

```
! RIJCOSX wB97M-V def2-TZVPD def2/J DEFGRID3
* xyz 0 1
C 7.337 2.689 2.055
C 8.007 3.639 1.069
C 7.563 3.398 -0.388
C 6.182 3.981 -0.660
O 5.086 3.105 -0.364
Si 4.697 1.902 -1.479
S 5.892 1.921 -3.273
O 3.089 1.942 -1.939
Si 2.011 2.742 -0.962
C 2.224 2.429 0.895
C 1.839 3.582 1.838
C 2.785 4.788 1.755
Cl 0.117 4.044 1.735
C 1.750 4.561 -1.419
C 3.019 5.390 -1.611
C 2.633 6.906 -1.617
Cl 3.752 5.072 -3.232
C 0.294 1.952 -1.459
F -0.758 2.710 -1.110
F 0.321 1.958 -2.820
C 0.108 0.461 -1.045
F 1.258 -0.089 -0.682
F -0.280 -0.225 -2.119
C -0.988 0.199 0.020
F -0.899 -1.028 0.473
F -2.155 0.287 -0.583
F -0.973 1.045 1.005
B 5.143 0.116 -0.665
O 6.214 0.085 0.217
C 4.379 -1.222 -0.993
C 3.839 -1.349 -2.430
H 7.806 1.711 2.026
H 6.291 2.535 1.817
H 7.390 3.045 3.082
H 9.087 3.500 1.109
H 7.779 4.669 1.341
H 7.634 2.331 -0.588
H 8.296 3.881 -1.030
H 6.117 4.412 -1.654
H 6.076 4.833 0.015
H 5.856 3.177 -3.751
H 3.221 2.120 1.213
H 1.559 1.609 1.160
H 1.977 3.185 2.834
H 2.898 5.163 2.766
H 2.301 5.595 1.216
H 3.743 4.521 1.324
H 1.199 4.559 -2.358
H 1.120 5.064 -0.693
H 3.742 5.282 -0.819
H 2.923 7.392 -2.536
H 1.567 7.017 -1.461
H 3.096 7.396 -0.765
H 6.949 -0.406 -0.180
H 5.104 -2.030 -0.854
H 3.621 -1.372 -0.219
H 4.660 -1.569 -3.105
H 3.230 -0.512 -2.754
H 3.189 -2.222 -2.464
C -4.123 -4.419 -2.263
O -3.589 -5.374 -1.359
C -2.569 -6.177 -1.942
C -1.186 -5.715 -1.535
O -0.893 -4.429 -2.056
C -1.038 -3.407 -1.084
H -4.702 -3.698 -1.685
H -3.337 -3.886 -2.801
H -4.790 -4.910 -2.980
H -2.668 -6.190 -3.032
H -2.718 -7.200 -1.580
H -0.449 -6.410 -1.951
H -1.081 -5.725 -0.446
H -0.191 -3.424 -0.389
H -1.970 -3.516 -0.524
H -1.052 -2.453 -1.598
C -3.005 -4.210 4.345
O -3.813 -3.696 3.302
C -3.497 -4.249 2.028
C -4.476 -5.326 1.618
O -4.384 -6.469 2.467
C -5.411 -6.522 3.439
H -3.466 -3.932 5.292
H -2.929 -5.299 4.300
H -2.002 -3.772 4.300
H -2.472 -4.635 2.020
H -3.553 -3.430 1.303
H -4.226 -5.652 0.603
H -5.497 -4.933 1.606
H -6.357 -6.824 2.977
H -5.544 -5.560 3.941
H -5.130 -7.267 4.183
C -5.212 1.214 -0.426
O -6.458 1.799 -0.094
C -7.556 1.159 -0.727
C -8.270 0.213 0.215
O -7.450 -0.892 0.571
C -6.865 -0.764 1.857
H -4.466 1.589 0.274
H -5.244 0.125 -0.350
H -4.915 1.501 -1.441
H -7.230 0.631 -1.628
H -8.253 1.946 -1.032
H -9.149 -0.193 -0.295
H -8.614 0.744 1.107
H -7.614 -0.949 2.634
H -6.425 0.225 2.004
H -6.078 -1.512 1.943
*
```

Values from the calculation:
E_LUMO = 0.063 eV
HOMO level = -0.3289 hartree
frontier orbital gap = 9.01 eV
total energy = -4362.2868 a.u.

***

Entry 2:
Computed, not measured: a structure of composition C27H58CoO3P2SSi at a distorted geometry, with ωB97M-V/def2-TZVPD.

```
! RIJCOSX wB97M-V def2-TZVPD def2/J DEFGRID3
* xyz 0 4
P 0.785 -0.737 -2.306
P 1.128 -1.620 0.642
C 2.211 -1.866 -1.910
C 1.873 -2.710 -0.670
H 3.072 -1.219 -1.702
H 2.473 -2.497 -2.768
H 1.113 -3.459 -0.921
H 2.753 -3.245 -0.294
C 2.596 -1.030 1.581
H 2.250 -0.532 2.492
H 3.135 -0.292 0.980
H 3.270 -1.851 1.846
C 0.386 -2.823 1.814
H 1.089 -3.617 2.088
H -0.505 -3.262 1.358
H 0.076 -2.286 2.715
C 1.520 0.467 -3.482
H 0.759 1.098 -3.953
H 2.073 -0.078 -4.251
H 2.228 1.098 -2.937
C -0.265 -1.761 -3.416
H -0.777 -2.525 -2.825
H 0.321 -2.241 -4.208
H -1.028 -1.118 -3.866
Co -0.151 -0.038 -0.362
C 4.565 -5.837 -1.108
C 5.347 -4.825 -0.716
C 6.500 -4.158 -1.418
C 6.627 -4.381 -2.942
C 5.419 -3.906 -3.712
C 4.270 -4.551 -3.952
C 3.828 -5.932 -3.546
C 4.604 -6.618 -2.400
C -1.315 1.471 -1.284
H 3.769 -6.129 -0.423
H 5.131 -4.400 0.265
H 7.441 -4.467 -0.935
H 6.421 -3.078 -1.232
H 7.502 -3.816 -3.285
H 6.847 -5.430 -3.149
H 5.493 -2.889 -4.096
H 3.522 -4.006 -4.530
H 3.849 -6.589 -4.430
H 2.770 -5.869 -3.258
H 4.141 -7.596 -2.228
H 5.630 -6.822 -2.713
H -2.336 1.456 -0.888
H -1.372 1.402 -2.379
H -0.872 2.445 -1.032
C -3.661 0.492 4.461
C -4.362 1.078 3.224
C -4.621 -0.044 2.192
C -5.712 1.681 3.646
O -3.627 1.999 2.720
Si -2.410 2.415 1.752
S -1.123 0.580 1.670
O -3.081 3.036 0.415
C -3.991 3.727 -0.183
C -4.002 3.380 -1.684
C -5.377 3.415 0.398
C -3.708 5.228 -0.026
O -1.534 3.566 2.443
C -0.475 4.282 2.446
C 0.766 3.397 2.227
C -0.550 5.338 1.331
C -0.368 4.987 3.805
H -4.287 -0.300 4.924
H -3.480 1.287 5.216
H -2.683 0.045 4.182
H -5.275 -0.828 2.625
H -5.119 0.358 1.286
H -3.677 -0.529 1.877
H -5.563 2.508 4.373
H -6.265 2.077 2.771
H -6.355 0.908 4.118
H -4.772 3.976 -2.222
H -4.237 2.306 -1.844
H -3.016 3.603 -2.146
H -5.412 3.699 1.469
H -6.164 3.995 -0.133
H -5.617 2.339 0.285
H -3.699 5.511 1.048
H -2.735 5.492 -0.488
H -4.493 5.828 -0.535
H 0.712 2.887 1.241
H 1.692 4.011 2.244
H 0.839 2.624 3.022
H -1.421 6.007 1.485
H 0.365 5.968 1.323
H -0.637 4.846 0.338
H -1.258 5.630 3.979
H -0.312 4.240 4.626
H 0.540 5.627 3.846
*
```

Values from the calculation:
E_LUMO (alpha / beta) = 0.300 / 0.258 eV
HOMO level (alpha / beta) = -0.2045 / -0.2751 hartree
frontier orbital gap (alpha / beta) = 5.87 / 7.74 eV
total energy = -4042.4856 a.u.

***

Entry 3:
Computed, not measured: a cluster of 9 separate species, C27H58INO10 in total at a distorted geometry, with ωB97M-V/def2-TZVPD.

```
! RIJCOSX wB97M-V def2-TZVPD def2/J DEFGRID3
* xyz 0 1
O -5.724 -9.093 -5.865
C -5.566 -7.869 -5.701
N -6.015 -6.844 -6.694
C -4.940 -5.812 -6.815
O -4.581 -5.170 -7.818
C -4.436 -5.732 -5.303
C -3.653 -4.648 -4.530
C -3.387 -4.933 -3.015
C -2.610 -3.751 -2.226
C -3.797 -2.849 -1.562
C -3.421 -1.299 -1.440
I -2.012 -0.854 0.156
C -3.839 -6.204 -2.260
C -4.594 -7.320 -3.060
C -4.856 -7.029 -4.549
H -6.835 -6.374 -6.233
H -3.301 -3.697 -5.064
H -2.002 -3.093 -2.954
H -1.888 -4.167 -1.447
H -4.152 -3.319 -0.570
H -4.672 -2.912 -2.316
H -3.064 -0.885 -2.455
H -4.401 -0.749 -1.172
H -3.618 -6.289 -1.149
H -4.965 -8.287 -2.590
C -0.272 3.288 2.144
C -1.373 2.377 2.649
O -0.810 1.214 3.247
H 0.352 2.766 1.413
H -0.689 4.183 1.678
H 0.385 3.592 2.964
H -2.013 2.057 1.824
H -1.994 2.888 3.391
H -0.252 1.505 3.980
C 2.518 6.252 5.131
C 1.854 6.809 3.887
O 0.460 6.525 3.904
H 2.367 5.171 5.194
H 3.591 6.459 5.126
H 2.079 6.688 6.033
H 2.280 6.355 2.990
H 1.992 7.893 3.824
H 0.088 6.938 4.696
C 1.939 -4.431 -3.850
C 0.588 -3.796 -3.587
O 0.420 -3.555 -2.194
H 2.032 -5.371 -3.304
H 2.077 -4.627 -4.916
H 2.746 -3.781 -3.504
H -0.217 -4.459 -3.914
H 0.492 -2.845 -4.123
H 1.130 -2.962 -1.914
C 7.047 6.593 3.226
C 5.700 7.232 3.499
O 5.544 7.472 4.893
H 7.142 5.649 3.770
H 7.177 6.398 2.158
H 7.859 7.241 3.567
H 4.891 6.573 3.177
H 5.604 8.183 2.966
H 6.257 8.063 5.169
C 4.271 -7.113 0.026
C 3.926 -5.648 -0.161
O 3.064 -5.485 -1.282
H 4.758 -7.509 -0.869
H 4.938 -7.251 0.881
H 3.366 -7.706 0.186
H 4.829 -5.063 -0.342
H 3.427 -5.248 0.728
H 2.263 -5.999 -1.111
C -3.144 7.074 5.943
C -2.823 6.275 7.189
O -1.488 6.534 7.610
H -2.451 6.819 5.136
H -4.164 6.879 5.606
H -3.034 8.146 6.131
H -2.912 5.205 6.991
H -3.505 6.533 8.006
H -1.419 7.481 7.792
C 11.158 7.446 2.611
C 11.613 7.735 4.027
O 10.545 7.513 4.939
H 10.311 8.082 2.343
H 11.968 7.617 1.898
H 10.820 6.409 2.518
H 11.929 8.776 4.123
H 12.454 7.092 4.307
H 10.278 6.588 4.854
C -10.554 -6.977 -8.021
C -9.075 -6.791 -7.747
O -8.845 -6.687 -6.344
H -11.128 -6.138 -7.618
H -10.745 -7.052 -9.094
H -10.927 -7.882 -7.532
H -8.711 -5.875 -8.217
H -8.496 -7.633 -8.137
H -9.161 -7.504 -5.935
*
```

Values from the calculation:
relative energy (zero: lowest compared OMol25 entry of this formula, charge and spin) = 463.7 kJ/mol
E_LUMO = -0.545 eV
HOMO level = -0.3295 hartree
frontier orbital gap = 8.42 eV
structure (SMILES) = O=C1NC(=O)c2cc(CCCI)ccc21.CCO.CCO.CCO.CCO.CCO.CCO.CCO.CCO
total energy = -2168.1434 a.u.

***

Entry 4:
Computed, not measured: a cluster of 8 separate species, C27H58N10O11PS in total at a distorted geometry, with ωB97M-V/def2-TZVPD.

```
! RIJCOSX wB97M-V def2-TZVPD def2/J DEFGRID3
* xyz -1 1
O -2.878 5.384 -1.953
P -3.564 4.418 -2.916
C -2.252 3.523 -3.966
N -2.815 2.199 -4.278
C -1.831 1.274 -4.821
C -0.603 0.965 -3.882
S -1.135 0.521 -2.143
C 0.442 0.653 -1.254
N 1.182 -0.278 -0.649
N 2.274 0.432 -0.199
C 2.147 1.702 -0.514
O 0.964 1.922 -1.197
C -1.972 4.434 -5.232
O -1.134 5.341 -5.075
O -2.590 4.287 -6.357
H -4.381 5.216 -3.757
H -4.371 3.443 -2.261
H -1.322 3.513 -3.344
H -3.360 1.805 -3.513
H -2.253 0.299 -5.167
H -1.403 1.771 -5.739
H 0.035 1.880 -3.762
H 0.012 0.089 -4.224
H 2.793 2.578 -0.342
C 4.893 -0.919 1.510
C 5.795 -0.060 0.664
O 5.548 1.113 0.423
N 6.925 -0.635 0.159
C 7.383 -1.997 0.333
H 4.039 -0.332 1.838
H 4.526 -1.764 0.927
H 5.434 -1.271 2.392
H 7.484 -0.007 -0.397
H 8.369 -1.977 0.805
H 7.469 -2.465 -0.651
H 6.703 -2.580 0.948
C 4.088 -5.164 2.058
C 3.056 -4.072 2.153
O 2.810 -3.315 1.227
N 2.379 -3.940 3.329
C 2.522 -4.732 4.536
H 4.540 -5.145 1.067
H 4.871 -5.006 2.799
H 3.622 -6.132 2.206
H 1.705 -3.189 3.322
H 1.559 -5.194 4.767
H 2.803 -4.068 5.357
H 3.275 -5.508 4.427
C 6.707 -9.272 3.030
C 5.981 -8.183 2.281
O 5.146 -7.469 2.817
N 6.284 -8.009 0.967
C 7.237 -8.750 0.164
H 6.362 -9.290 4.061
H 6.497 -10.243 2.577
H 7.781 -9.079 3.027
H 5.763 -7.265 0.527
H 7.980 -8.053 -0.226
H 6.706 -9.208 -0.672
H 7.738 -9.524 0.737
C 0.320 2.177 2.116
C -0.915 2.598 2.870
O -1.934 1.926 2.880
N -0.865 3.774 3.558
C 0.244 4.700 3.664
H 0.134 1.227 1.619
H 0.568 2.922 1.358
H 1.155 2.048 2.807
H -1.723 3.996 4.039
H 0.511 4.805 4.718
H -0.074 5.671 3.278
H 1.113 4.360 3.107
C -3.419 -4.459 2.931
C -1.973 -4.883 2.982
O -1.628 -6.042 2.805
N -1.044 -3.924 3.235
C -1.260 -2.507 3.469
H -4.040 -5.327 2.721
H -3.722 -4.039 3.892
H -3.568 -3.726 2.136
H -0.098 -4.275 3.254
H -0.713 -1.942 2.711
H -0.865 -2.253 4.455
H -2.311 -2.241 3.424
C -5.759 5.632 2.372
C -5.178 5.555 0.981
O -5.543 4.728 0.164
N -4.211 6.446 0.642
C -3.643 7.497 1.456
H -6.515 4.858 2.489
H -4.977 5.469 3.116
H -6.231 6.604 2.529
H -3.865 6.329 -0.311
H -3.810 8.454 0.956
H -2.567 7.326 1.544
H -4.083 7.530 2.449
C -5.428 3.741 -7.484
C -5.964 3.741 -6.079
O -5.230 3.777 -5.111
N -7.322 3.699 -5.910
C -8.346 3.654 -6.932
H -4.338 3.778 -7.447
H -5.732 2.827 -8.002
H -5.790 4.619 -8.024
H -7.609 3.702 -4.943
H -8.996 4.524 -6.815
H -8.939 2.746 -6.793
H -7.922 3.655 -7.932
*
```

Values from the calculation:
relative energy (zero: lowest compared OMol25 entry of this formula, charge and spin) = 0.0 kJ/mol
E_LUMO = 1.469 eV
HOMO level = -0.1533 hartree
frontier orbital gap = 5.64 eV
total energy = -3178.4310 a.u.

***

Which formula does entry 4 have?
C27H58N10O11PS